1.
Here is a cluster of 3 separate species, C33H59N5O7S in total from OMol25. Energies are from the ωB97M-V functional and the def2-TZVPD basis.

CARTESIAN COORDINATES (ANGSTROEM)
C: 4.101 1.415 4.202
C: 4.975 1.905 3.540
C: 5.939 2.232 2.485
C: 5.454 3.309 1.486
C: 4.002 3.184 1.016
N: 3.800 2.412 -0.261
C: 4.697 1.277 -0.391
O: 4.272 0.492 -1.488
C: 5.262 -0.420 -1.891
C: 5.361 -1.643 -0.950
O: 5.873 -2.748 -1.672
C: 7.025 -3.320 -1.093
C: 8.309 -2.597 -1.549
C: 2.482 1.847 -0.167
O: 2.225 0.850 0.447
O: 1.503 2.552 -0.784
C: 0.614 1.708 -1.520
C: -0.734 1.497 -0.784
S: -0.779 -0.205 -0.156
C: -2.485 -0.606 -0.082
N: -3.534 0.120 0.071
N: -4.601 -0.773 0.019
C: -4.115 -1.943 -0.141
O: -2.746 -1.924 -0.209
H: 3.518 1.064 5.021
H: 6.290 1.345 1.954
H: 6.830 2.638 2.981
H: 6.151 3.299 0.644
H: 5.556 4.295 1.943
H: 3.334 2.779 1.782
H: 3.653 4.200 0.810
H: 4.752 0.643 0.507
H: 5.712 1.631 -0.619
H: 6.256 0.045 -1.979
H: 4.997 -0.800 -2.880
H: 4.342 -1.845 -0.599
H: 6.024 -1.389 -0.115
H: 6.986 -3.310 0.003
H: 7.106 -4.366 -1.397
H: 8.532 -1.741 -0.906
H: 9.163 -3.277 -1.566
H: 8.160 -2.220 -2.564
H: 0.386 2.227 -2.453
H: 1.088 0.759 -1.774
H: -0.763 2.224 0.027
H: -1.547 1.708 -1.479
H: -4.628 -2.887 -0.240
C: -0.504 5.045 0.873
C: -0.552 5.184 2.405
C: -1.980 5.485 2.875
C: -2.417 6.922 2.609
C: -1.415 7.898 3.221
C: 0.019 7.658 2.739
N: 0.418 6.223 2.867
O: 0.743 5.981 4.102
C: 0.151 8.140 1.278
C: 0.970 8.555 3.533
C: -0.169 3.795 2.921
H: 0.454 4.629 0.555
H: -1.286 4.364 0.533
H: -0.654 5.970 0.324
H: -2.057 5.291 3.950
H: -2.674 4.794 2.392
H: -2.527 7.095 1.535
H: -3.402 7.091 3.050
H: -1.709 8.923 2.985
H: -1.456 7.806 4.311
H: 1.071 7.767 0.823
H: 0.189 9.229 1.240
H: -0.689 7.857 0.647
H: 0.891 8.394 4.607
H: 0.729 9.602 3.349
H: 2.007 8.389 3.236
H: 0.868 3.556 2.672
H: -0.803 3.042 2.449
H: -0.291 3.699 3.998
C: -3.416 -8.387 -1.603
C: -4.745 -7.689 -1.260
C: -5.924 -8.433 -1.896
C: -6.050 -8.205 -3.398
C: -6.113 -6.710 -3.698
C: -4.924 -5.936 -3.121
N: -4.703 -6.252 -1.671
O: -5.564 -5.592 -0.951
C: -3.663 -6.248 -3.955
C: -5.158 -4.439 -3.326
C: -4.864 -7.827 0.259
H: -2.603 -7.989 -0.992
H: -3.491 -9.456 -1.397
H: -3.113 -8.300 -2.642
H: -6.855 -8.115 -1.417
H: -5.828 -9.502 -1.694
H: -5.217 -8.676 -3.927
H: -6.959 -8.686 -3.764
H: -6.154 -6.556 -4.779
H: -7.046 -6.308 -3.291
H: -2.760 -5.917 -3.440
H: -3.702 -5.723 -4.909
H: -3.555 -7.301 -4.207
H: -6.092 -4.101 -2.877
H: -5.227 -4.211 -4.389
H: -4.342 -3.845 -2.909
H: -4.085 -7.256 0.766
H: -4.742 -8.874 0.539
H: -5.830 -7.497 0.635

## Properties
E_tot = -2491.169501 Eh
⟨S²⟩ = 2.008
HOMO-LUMO gap (alpha / beta) = 9.1 / 8.9 eV
M = 669.9 u
Total charge = 0
Spin multiplicity = 3
Highest occupied orbital energy (alpha / beta) = -8.440 / -8.830 eV

Mulliken population analysis, charges in e, atoms 1 to 99: C 0.0064; C -0.4784; C -0.5112; C -1.0118; C 0.0488; N 0.0797; C -0.6630; O -0.3624; C -0.7149; C -0.2802; O -0.4147; C -0.2914; C -1.0045; C 0.2706; O -0.5020; O -0.3198; C -0.8537; C 0.1020; S -0.0846; C 0.5687; N -0.2841; N -0.5036; C -0.1420; O -0.2657; H 0.4369; H 0.2468; H 0.3940; H 0.3587; H 0.4709; H 0.1690; H 0.1666; H 0.3540; H 0.5706; H 0.3192; H 0.3987; H 0.2213; H 0.3173; H 0.3119; H 0.3813; H 0.2391; H 0.3877; H 0.2604; H 0.4586; H 0.3753; H -0.3947; H 0.5331; H 0.5900; C -1.2445; C 1.7349; C -1.5315; C -0.4739; C -1.3043; C 1.7106; N 0.5585; O -0.6177; C -1.8487; C -1.8410; C -1.5922; H 0.1298; H 0.3123; H 0.1482; H 0.3830; H 0.4408; H 0.2942; H 0.4349; H 0.3730; H 0.3706; H 0.3467; H 0.4965; H 0.3747; H 0.3720; H 0.4335; H 0.4376; H 0.2904; H 0.4179; H 0.4229; C -1.5697; C 1.5705; C -1.2510; C -0.4901; C -1.3000; C 1.8270; N 0.5059; O -0.6038; C -1.9249; C -1.8412; C -1.8858; H 0.3840; H 0.4028; H 0.2756; H 0.3669; H 0.4214; H 0.3036; H 0.3909; H 0.3594; H 0.3766; H 0.3830; H 0.4775; H 0.3757

2.
Here is a structure of composition C33H61BiI2N6O8P2S4SbSi from OMol25. Energies are from the ωB97M-V functional and the def2-TZVPD basis.

CARTESIAN COORDINATES (ANGSTROEM)
Bi: 0.568 1.031 2.079
C: 1.183 -2.772 -2.346
N: 2.490 -2.249 -1.931
C: 3.630 -2.847 -2.601
P: 2.520 -0.791 -1.174
O: 1.351 -0.542 -0.336
O: 3.915 -0.887 -0.339
P: 4.084 -0.965 1.287
O: 2.826 -0.913 2.042
N: 4.871 -2.404 1.488
C: 4.038 -3.606 1.427
C: 6.211 -2.584 0.963
N: 5.112 0.278 1.562
C: 6.108 0.769 0.627
C: 5.175 0.857 2.906
N: 2.801 0.449 -2.243
C: 2.510 1.777 -1.679
C: 3.990 0.426 -3.079
H: 1.007 -2.601 -3.415
H: 0.381 -2.300 -1.774
H: 1.152 -3.848 -2.155
H: 3.587 -2.705 -3.688
H: 3.639 -3.924 -2.409
H: 4.560 -2.425 -2.223
H: 3.014 -3.362 1.707
H: 4.421 -4.351 2.127
H: 4.030 -4.038 0.417
H: 6.798 -1.677 1.101
H: 6.209 -2.847 -0.103
H: 6.701 -3.391 1.514
H: 6.011 0.269 -0.334
H: 7.123 0.611 1.010
H: 5.972 1.844 0.471
H: 4.292 0.574 3.477
H: 5.186 1.944 2.833
H: 6.071 0.519 3.442
H: 1.520 1.768 -1.227
H: 2.513 2.505 -2.492
H: 3.249 2.087 -0.925
H: 4.089 -0.536 -3.579
H: 4.911 0.627 -2.513
H: 3.889 1.192 -3.848
S: 2.239 2.925 2.798
Sb: 0.386 3.859 3.992
S: -1.116 2.898 2.363
S: 0.517 0.329 4.552
S: -0.074 2.024 5.575
O: -1.578 -1.351 -0.808
N: -1.491 -0.403 0.038
I: 1.467 -3.060 4.655
I: 4.002 -2.657 5.514
N: -1.653 -0.370 1.296
C: -1.926 -1.471 2.041
C: -1.549 -2.826 1.599
C: -0.321 -3.042 0.949
C: 0.095 -4.325 0.611
C: -0.691 -5.428 0.916
C: -1.918 -5.230 1.544
C: -2.341 -3.951 1.874
C: -2.438 -1.234 3.395
C: -2.289 -2.182 4.422
C: -2.743 -1.933 5.708
C: -3.349 -0.725 6.028
C: -3.501 0.227 5.028
C: -3.069 -0.028 3.737
H: 0.327 -2.197 0.743
H: 1.051 -4.464 0.112
H: -0.354 -6.429 0.671
H: -2.551 -6.081 1.770
H: -3.305 -3.808 2.348
H: -1.777 -3.115 4.219
H: -2.608 -2.689 6.475
H: -3.677 -0.520 7.041
H: -3.962 1.183 5.253
H: -3.195 0.729 2.976
C: -0.359 4.866 -0.425
C: -1.450 4.516 -1.428
C: -2.809 4.955 -0.894
C: -1.170 5.189 -2.769
O: -1.405 3.107 -1.682
Si: -2.244 1.755 -1.362
O: -1.163 0.883 -0.454
O: -3.619 2.059 -0.578
C: -4.888 1.400 -0.473
C: -5.689 1.686 -1.742
C: -4.706 -0.104 -0.297
C: -5.572 2.006 0.745
O: -2.638 0.987 -2.739
C: -1.862 0.531 -3.853
C: -2.235 -0.927 -4.081
C: -0.365 0.656 -3.580
C: -2.257 1.390 -5.049
H: -0.348 5.943 -0.238
H: 0.619 4.564 -0.805
H: -0.538 4.346 0.519
H: -2.811 6.038 -0.749
H: -3.018 4.461 0.056
H: -3.599 4.686 -1.602
H: -1.089 6.271 -2.641
H: -1.978 4.975 -3.474
H: -0.234 4.808 -3.186
H: -5.180 1.249 -2.602
H: -5.770 2.766 -1.897
H: -6.693 1.263 -1.660
H: -4.114 -0.517 -1.121
H: -5.680 -0.597 -0.283
H: -4.191 -0.327 0.638
H: -5.762 3.071 0.582
H: -4.920 1.904 1.616
H: -6.518 1.496 0.942
H: -2.024 -1.495 -3.173
H: -1.665 -1.345 -4.916
H: -3.302 -1.007 -4.309
H: -0.103 0.082 -2.687
H: -0.096 1.702 -3.403
H: 0.207 0.278 -4.430
H: -3.329 1.295 -5.239
H: -1.709 1.079 -5.943
H: -2.035 2.440 -4.840

## Properties
E_tot = -5840.189602 Eh
HOMO-LUMO gap = 3.7 eV
Energy above the lowest of the compared OMol25 structures with the same formula, charge and spin = 46.9 kcal per mole
M = 1472.7 u
Total charge = -1
Highest occupied orbital energy = -3.013 eV

Mulliken population analysis, charges in e, atoms 1 to 99: Bi 1.5877; C -0.8719; N 1.2939; C -1.3097; P -1.5910; O 0.4052; O 0.3885; P -0.6745; O -0.2683; N 0.4170; C -0.9315; C -0.9635; N 0.9225; C -1.0371; C -0.9657; N 0.7429; C -0.9307; C -0.8330; H 0.3110; H -0.1283; H 0.4254; H 0.3375; H 0.3261; H 0.2970; H 0.0814; H 0.4619; H 0.1971; H 0.2834; H 0.1959; H 0.3820; H 0.1678; H 0.4064; H 0.3113; H 0.2040; H 0.3083; H 0.1937; H 0.0972; H 0.4548; H 0.1306; H 0.2836; H 0.1633; H 0.3493; S -0.5822; Sb 0.1422; S -0.6283; S -0.2545; S -0.3096; O -0.6646; N 0.7137; I 0.2924; I -0.2485; N -0.7522; C -0.7068; C -0.7411; C 1.3784; C -0.7254; C -1.0972; C -0.9293; C -0.0927; C 1.2311; C -0.5254; C -1.0696; C -0.5501; C -0.7475; C 0.0301; H 0.3092; H 0.3582; H 0.3827; H 0.3654; H 0.5277; H 0.7274; H 0.3744; H 0.3619; H 0.3881; H 0.1974; C -0.7880; C 1.8267; C -1.5190; C -1.8182; O 0.7347; Si -2.2982; O 1.3860; O -0.0954; C 1.9271; C -1.7583; C -0.9436; C -1.6893; O 0.2682; C 2.1391; C -1.6944; C -0.8063; C -1.9779; H 0.5018; H 0.1724; H -0.1358; H 0.5459; H 0.1375; H 0.2555; H 0.4291